Record 1
A 5-piece molecular cluster, C5H20N10O5 overall at a distorted geometry. Source: OMol25; level of theory: the ωB97M-V functional and the def2-TZVPD basis.

XYZ file:
```
40
C5H20N10O5, DFT the ωB97M-V functional and the def2-TZVPD basis
C -0.1040 -0.8138 0.3399
O 0.3845 -1.2590 -0.7063
N -0.7394 0.3656 0.4480
N -0.0589 -1.4775 1.5381
H -1.0955 0.6449 1.3414
H -0.7882 0.9812 -0.3419
H -0.4268 -0.9696 2.3285
H 0.4322 -2.3446 1.6076
C -0.1433 4.3128 1.4685
O 0.7801 4.3447 2.2907
N -1.1054 3.3590 1.4289
N -0.1912 5.2322 0.4588
H -1.8361 3.3874 0.7434
H -1.2118 2.6326 2.1198
H 0.6554 5.7501 0.3188
H -1.0239 5.3627 -0.0773
C -1.5890 -1.1248 -3.9742
O -0.9196 -0.1166 -4.1879
N -2.0771 -1.8903 -4.9926
N -1.9520 -1.5187 -2.7102
H -1.8408 -1.5616 -5.9108
H -2.8842 -2.4490 -4.7944
H -2.3536 -2.4099 -2.5002
H -1.3572 -1.0862 -2.0159
C 0.5454 1.0577 4.2596
O -0.3722 0.8929 3.4466
N 1.2112 2.2439 4.3428
N 0.9136 0.1085 5.1604
H 1.9056 2.4599 5.0282
H 0.8970 2.9678 3.7005
H 0.7650 -0.8677 5.0114
H 1.5427 0.4420 5.8668
C 2.0488 -3.6105 -2.9869
O 2.8173 -4.2467 -3.6948
N 1.8042 -2.2667 -3.1455
N 1.3505 -4.1622 -1.9513
H 2.4292 -1.7721 -3.7522
H 1.3565 -1.7963 -2.3766
H 1.5673 -5.1167 -1.7306
H 0.6638 -3.6852 -1.3993
```

Relative energy (zero: lowest compared OMol25 entry of this formula, charge and spin): 2.2 kJ/mol
Strongest force on any atom: 1.1 eV Å⁻¹
Charge: 0
Highest occupied orbital energy: -8.979 eV
Orbital gap: 9.3 eV
Structure (SMILES): NC(N)=O.NC(N)=O.NC(N)=O.NC(N)=O.NC(N)=O



Record 2
C5H20N10O5Pb as an isolated structure at a distorted geometry. Source: OMol25; level of theory: the ωB97M-V functional and the def2-TZVPD basis.

XYZ file:
```
41
C5H20N10O5Pb, DFT the ωB97M-V functional and the def2-TZVPD basis
Pb 0.8149 0.3818 -0.5660
C 0.8983 -2.6763 1.4002
O 0.7052 -1.5835 0.8554
N 1.4420 -2.8237 2.6175
N 0.5358 -3.8286 0.7486
H 1.5916 -1.9516 3.0994
H 1.6192 -3.7678 2.9078
H -0.1298 -3.5391 0.0453
H 0.4123 -4.6875 1.2569
C 2.9372 0.2504 2.3248
O 2.0119 0.7067 1.6373
N 4.1276 -0.1344 1.8364
N 2.8361 0.1996 3.6609
H 4.2097 -0.0395 0.8385
H 4.9306 -0.3474 2.3995
H 2.2077 0.9082 4.0064
H 3.5604 -0.1981 4.2323
C -0.3718 -1.8355 -3.1595
O -0.1519 -1.3480 -2.0477
N 0.3239 -2.8089 -3.7938
N -1.5148 -1.5575 -3.8554
H 1.1131 -3.1681 -3.2845
H -0.1513 -3.2028 -4.5818
H -1.6702 -1.8902 -4.7900
H -2.1181 -0.8212 -3.5326
C -0.2036 3.5431 0.7809
O -0.1007 2.3107 0.7037
N -0.0453 4.2486 1.9273
N -0.4981 4.3376 -0.2779
H -0.4985 5.1433 1.8664
H 0.0422 3.6870 2.7573
H -0.8987 5.2553 -0.2023
H -0.5732 3.8608 -1.1595
C -3.0156 0.7175 -1.0965
O -2.0361 0.1716 -0.5802
N -4.1582 0.9466 -0.4377
N -3.0121 1.1871 -2.3684
H -5.0098 1.1278 -0.9400
H -4.1664 0.4236 0.4262
H -3.8526 1.5396 -2.7912
H -2.1430 1.2631 -2.8638
```

Relative energy (zero: lowest compared OMol25 entry of this formula, charge and spin): 104.8 kJ/mol
Strongest force on any atom: 2.5 eV Å⁻¹
Charge: +2
Highest occupied orbital energy: -15.664 eV
Orbital gap: 9.9 eV



Record 3
C5H20N10O5Rb as an isolated structure at a distorted geometry. Source: OMol25; level of theory: the ωB97M-V functional and the def2-TZVPD basis.

XYZ file:
```
41
C5H20N10O5Rb, DFT the ωB97M-V functional and the def2-TZVPD basis
Rb -1.2047 -1.7840 0.0591
C 2.6154 2.0410 -0.3013
O 1.8697 1.2179 0.2253
N 2.6229 2.2915 -1.5700
N 3.6136 2.6608 0.3378
H 3.2618 3.0156 -1.8661
H 1.8683 1.9420 -2.1431
H 3.8692 2.3946 1.2780
H 4.0648 3.4250 -0.1443
C 2.9123 -4.0316 -1.3957
O 1.8142 -4.2301 -0.9462
N 3.4958 -2.9452 -1.4077
N 3.5781 -5.0570 -1.7841
H 2.9075 -2.1337 -1.2832
H 4.4512 -2.8303 -1.7145
H 2.8903 -5.7874 -1.9008
H 4.5310 -5.0146 -2.1161
C -5.0628 1.4387 1.4186
O -4.4111 0.4368 0.9811
N -6.3451 1.7360 1.1643
N -4.6072 2.3762 2.2789
H -6.6750 2.6480 1.4463
H -6.8466 1.1497 0.5125
H -4.9807 3.3105 2.3668
H -3.6945 2.1796 2.6641
C 1.0307 -2.6152 3.9964
O -0.0309 -2.1334 3.8841
N 1.3570 -3.6967 4.6424
N 2.1036 -2.1582 3.3782
H 2.3087 -4.0166 4.5333
H 0.6841 -4.2329 5.1714
H 2.9583 -2.6448 3.6081
H 2.0120 -1.3732 2.7493
C -2.1643 2.4338 -3.3606
O -1.6085 1.4012 -2.9625
N -2.0480 2.9399 -4.5784
N -2.8718 3.0394 -2.5609
H -2.3373 3.8784 -4.8143
H -1.6586 2.3605 -5.3083
H -3.3703 3.8775 -2.8239
H -2.9031 2.4903 -1.7138
```

Relative energy (zero: lowest compared OMol25 entry of this formula, charge and spin): 0.0 kJ/mol
Strongest force on any atom: 9.0 eV Å⁻¹
Charge: +1
Highest occupied orbital energy: -11.953 eV
Orbital gap: 9.7 eV



Record 4
A 4-piece molecular cluster, C5H20N2O3 overall at a distorted geometry. Source: OMol25; level of theory: the ωB97M-V functional and the def2-TZVPD basis.

XYZ file:
```
30
C5H20N2O3, DFT the ωB97M-V functional and the def2-TZVPD basis
N 0.8549 1.4299 -0.3967
C 1.5846 0.5459 -1.3696
C 3.0896 0.5959 -1.1194
C 1.0866 -0.9217 -1.1914
N -0.1883 -1.1900 -1.8784
C -1.3929 -0.6434 -1.2231
C -2.7472 -0.8558 -1.9503
H 1.1961 1.1617 0.5344
H 0.9756 2.3668 -0.7598
H 1.2965 0.8524 -2.3861
H 3.6416 -0.1618 -1.7057
H 3.4343 0.4082 -0.0983
H 3.4558 1.6180 -1.3510
H 1.8064 -1.6137 -1.6867
H 0.9585 -1.1025 -0.1090
H -0.2115 -0.8348 -2.8168
H -1.3201 0.4440 -1.2066
H -1.4496 -1.0821 -0.2319
H -3.1428 -0.0147 -2.4761
H -2.7588 -1.7938 -2.4334
H -3.4927 -0.8027 -1.1203
H -3.5486 -0.8063 1.8232
H -3.1392 -0.8756 3.2332
O -3.9580 -0.8091 2.6988
H 3.1620 0.6147 2.4463
H 2.6537 1.9547 3.0157
O 2.3672 1.1529 2.5337
H -0.9000 0.3450 3.2234
H -1.7768 0.2842 4.3837
O -1.5366 -0.2664 3.6182
```

Relative energy (zero: lowest compared OMol25 entry of this formula, charge and spin): 130.6 kJ/mol
Strongest force on any atom: 2.8 eV Å⁻¹
Charge: 0
Highest occupied orbital energy: -8.043 eV
Orbital gap: 8.3 eV
Structure (SMILES): CCNC[C@H](C)N.O.O.O